Record 1
Computed, not measured: a 8-piece molecular cluster, C10H22BBr4N3O14 overall at a distorted geometry, with wB97M-V/def2-TZVPD.

```
54
C10H22BBr4N3O14 | the Open Molecules 2025 dataset | wB97M-V/def2-TZVPD
N 0.934 0.264 -0.547
H 0.695 -0.027 0.390
H 1.708 0.899 -0.681
H 0.135 0.655 -1.026
H 1.204 -0.565 -1.057
N 3.656 -1.273 1.973
H 4.225 -1.930 2.487
H 3.970 -0.321 2.100
H 2.649 -1.307 2.032
H 3.728 -1.503 0.992
N -0.261 -3.438 -2.458
H -0.089 -4.344 -2.046
H -0.295 -3.519 -3.464
H 0.548 -2.855 -2.298
H -1.008 -2.887 -2.059
O -4.659 -0.511 3.972
C -4.680 -0.266 2.780
O -3.690 -0.528 1.942
B -4.109 -0.149 0.606
O -5.377 0.583 0.719
C -5.792 0.540 2.012
O -6.801 0.996 2.476
O -4.148 -1.224 -0.326
C -3.094 -1.036 -1.195
O -2.626 -1.828 -1.993
C -2.440 0.323 -0.886
O -3.031 0.818 0.103
O -1.488 0.749 -1.515
O 3.332 -3.302 -2.404
C 2.827 -2.266 -1.704
O 3.471 -1.855 -0.759
O 1.768 -1.778 -2.032
H 4.053 -3.502 -1.803
O -0.495 -2.501 0.517
C -0.124 -1.892 1.626
O -0.845 -2.124 2.621
O 0.801 -1.059 1.689
H -1.316 -2.886 0.833
Br -1.756 1.601 4.644
C -0.896 1.760 2.792
C -0.755 3.220 2.386
Br 0.255 3.214 0.629
H -1.573 1.173 2.172
H 0.076 1.268 2.818
H -0.146 3.742 3.124
H -1.752 3.647 2.282
Br 0.881 2.507 -3.367
C 2.627 3.458 -3.490
C 3.342 3.702 -2.155
Br 3.783 1.875 -1.458
H 2.397 4.398 -3.993
H 3.151 2.842 -4.220
H 2.786 4.193 -1.357
H 4.246 4.248 -2.427
```

Its frontier orbital gap is 8.1 eV. As for the lowest unoccupied orbital energy: -0.0231 Ha. The value obtained for the highest occupied orbital energy is -8.699 eV. The calculation puts the relative energy (zero: lowest compared OMol25 entry of this formula, charge and spin) at 16.4 kcal/mol.

***

Record 2
Computed, not measured: C10H22BaO15 as an isolated structure at a distorted geometry, with wB97M-V/def2-TZVPD.

```
48
C10H22BaO15 | the Open Molecules 2025 dataset | wB97M-V/def2-TZVPD
Ba -0.022 -0.176 -0.603
O -4.158 -0.745 0.534
C -3.766 -1.255 -0.669
O -2.574 -1.053 -1.068
O -4.516 -2.010 -1.325
H -3.321 -0.405 0.898
O -0.601 1.213 -4.900
C -0.113 0.437 -3.900
O 1.036 0.693 -3.455
O -0.776 -0.528 -3.467
H 0.089 1.894 -4.921
O 1.825 -4.341 -1.411
C 0.663 -3.853 -1.972
O 0.216 -4.497 -2.949
O 0.090 -2.848 -1.491
H 1.979 -5.081 -2.015
O -0.855 0.588 3.715
C -0.936 0.590 2.369
O -1.680 -0.251 1.798
O -0.325 1.436 1.672
H -1.375 -0.165 4.019
C 3.866 1.918 0.954
C 2.654 2.142 0.087
O 2.379 1.069 -0.781
H 4.739 1.855 0.291
H 3.887 0.956 1.467
H 4.063 2.728 1.656
H 2.788 3.037 -0.532
H 1.880 2.425 0.803
H 3.105 0.911 -1.390
C -3.159 2.679 -0.041
C -2.460 2.382 -1.381
O -1.052 2.319 -1.194
H -2.872 1.957 0.723
H -4.236 2.619 -0.222
H -3.012 3.646 0.451
H -2.703 3.187 -2.082
H -2.862 1.451 -1.779
H -0.808 3.185 -0.860
C 0.835 -2.697 3.114
C 1.828 -1.722 2.511
O 1.821 -1.790 1.087
H 0.817 -2.526 4.191
H 1.097 -3.710 2.808
H -0.138 -2.456 2.683
H 2.868 -1.844 2.837
H 1.589 -0.725 2.888
H 2.206 -2.642 0.853
```

As for the charge: -2. Its frontier orbital gap is 5.4 eV. As for the lowest unoccupied orbital energy: 0.1437 Ha. The value obtained for the highest occupied orbital energy is -1.456 eV. The calculation puts the relative energy (zero: lowest compared OMol25 entry of this formula, charge and spin) at 33.0 kcal/mol.

***

Record 3
Computed, not measured: C10H22Cl2FeN4O3Si as an isolated structure at a distorted geometry, with wB97M-V/def2-TZVPD.

```
43
C10H22Cl2FeN4O3Si | the Open Molecules 2025 dataset | wB97M-V/def2-TZVPD
Fe 0.089 0.072 -0.163
N 1.724 -0.233 1.502
N 2.990 0.018 0.930
C 3.030 0.228 -0.472
O 4.099 0.106 -1.042
O 1.882 0.532 -0.934
H 1.592 0.386 2.293
H 1.656 -1.191 1.827
H 3.786 -0.463 1.315
Cl -1.108 1.079 1.966
C -1.556 -0.390 2.876
Cl -0.985 -1.834 2.023
H -2.635 -0.430 2.951
H -1.084 -0.344 3.850
C -2.470 2.072 -4.585
C -1.839 2.281 -3.253
C -1.443 3.437 -2.607
C -0.894 3.023 -1.383
N -0.970 1.703 -1.288
N -1.540 1.271 -2.422
C -0.302 3.841 -0.284
H -2.773 3.029 -5.003
H -3.349 1.431 -4.509
H -1.767 1.602 -5.275
H -1.532 4.444 -2.980
H -1.631 0.270 -2.547
H -0.152 4.867 -0.614
H 0.659 3.421 0.017
H -0.962 3.851 0.586
C -2.009 -2.449 -3.659
Si -0.472 -2.170 -2.572
C 0.808 -1.326 -3.685
C 0.224 -3.881 -2.142
O -0.837 -1.297 -1.280
H -1.752 -3.097 -4.500
H -2.398 -1.514 -4.073
H -2.816 -2.929 -3.101
H 1.016 -1.947 -4.560
H 1.745 -1.163 -3.148
H 0.468 -0.348 -4.037
H 0.398 -4.454 -3.055
H -0.459 -4.453 -1.510
H 1.178 -3.794 -1.617
```

As for the spin multiplicity: 5. Its frontier orbital gap (spin up / spin down) is 8.7 / 8.4 eV. As for the lowest unoccupied orbital energy (spin up / spin down): -0.0040 / -0.0046 Ha. The value obtained for the highest occupied orbital energy (spin up / spin down) is -8.846 / -8.547 eV. The calculation puts the relative energy (zero: lowest compared OMol25 entry of this formula, charge and spin) at 12.0 kcal/mol.

***

Record 4
Computed, not measured: a 2-piece molecular cluster, C10H22Cl2NO6S overall at a distorted geometry, with wB97M-V/def2-TZVPD.

```
42
C10H22Cl2NO6S | the Open Molecules 2025 dataset | wB97M-V/def2-TZVPD
C -0.384 1.805 4.069
C 0.123 2.548 2.843
O -0.604 2.305 1.653
C -0.775 0.940 1.372
C -1.141 0.763 -0.122
O -2.401 0.001 -0.072
S -2.028 -1.511 0.220
O -2.742 -2.336 -0.671
O -2.162 -1.911 1.575
O -0.450 -1.408 -0.092
C -0.275 -0.198 -0.938
C -0.818 -0.625 -2.316
C -0.448 -2.066 -2.720
N -0.155 -2.069 -4.178
C 1.244 0.075 -1.137
Cl 2.203 -0.581 0.242
C 1.672 1.521 -1.466
C 1.925 2.451 -0.288
Cl 0.541 2.335 -2.580
H -0.070 2.353 4.951
H 0.015 0.801 4.154
H -1.466 1.785 4.085
H 1.195 2.373 2.723
H 0.013 3.607 3.041
H -1.611 0.576 1.957
H 0.087 0.335 1.641
H -1.273 1.737 -0.560
H -1.894 -0.529 -2.366
H -0.437 -0.007 -3.112
H 0.457 -2.411 -2.229
H -1.282 -2.731 -2.560
H -0.917 -2.481 -4.696
H 0.687 -2.601 -4.341
H 1.532 -0.529 -1.982
H 2.601 1.434 -2.010
H 2.482 1.987 0.512
H 0.996 2.894 0.035
H 2.532 3.266 -0.662
O 0.716 -3.688 1.448
H 0.349 -3.548 2.347
H 1.688 -3.573 1.428
H 0.277 -3.090 0.801
```

As for the charge: +1. Its frontier orbital gap is 7.8 eV. As for the lowest unoccupied orbital energy: -0.1617 Ha. The value obtained for the highest occupied orbital energy is -12.232 eV.

***

Record 5
Computed, not measured: C10H22KN2O2Sb as an isolated structure at a distorted geometry, with wB97M-V/def2-TZVPD.

```
38
C10H22KN2O2Sb | the Open Molecules 2025 dataset | wB97M-V/def2-TZVPD
K -0.741 1.255 -3.065
C -3.949 -0.273 1.587
C -3.208 0.086 0.318
N -2.036 0.634 0.592
O -2.133 1.330 1.804
C -3.596 -0.243 -1.082
C -4.733 -1.216 -1.373
N -2.924 0.200 -2.145
O -3.131 -0.509 -3.213
H -4.143 0.623 2.174
H -3.205 -0.733 2.213
H -4.920 -0.830 1.548
H -1.367 1.952 1.840
H -5.448 -1.305 -0.550
H -4.324 -2.158 -1.683
H -5.182 -0.788 -2.289
C 4.463 2.439 1.007
C 4.141 1.452 -0.085
Sb 1.971 1.194 -0.066
C 1.604 -0.070 1.676
C 1.848 -1.568 1.511
C 2.178 -0.498 -1.545
C 0.811 -1.104 -1.842
H 5.537 2.675 0.962
H 4.217 2.144 2.045
H 3.950 3.425 0.797
H 4.393 0.411 0.127
H 4.415 1.787 -1.069
H 0.587 0.170 1.938
H 2.300 0.417 2.436
H 1.307 -1.978 0.646
H 1.556 -2.148 2.399
H 2.949 -1.716 1.360
H 2.828 -1.318 -1.100
H 2.677 0.041 -2.324
H 0.762 -2.109 -1.377
H 0.515 -1.086 -2.894
H 0.031 -0.586 -1.279
```

Its frontier orbital gap is 6.0 eV. As for the lowest unoccupied orbital energy: -0.0197 Ha. The value obtained for the highest occupied orbital energy is -6.497 eV. The calculation puts the relative energy (zero: lowest compared OMol25 entry of this formula, charge and spin) at 2.0 kcal/mol.

***

Record 6
Computed, not measured: C10H22N2O2 as an isolated structure at a distorted geometry, with wB97M-V/def2-TZVPD.

```
36
C10H22N2O2 | the Open Molecules 2025 dataset | wB97M-V/def2-TZVPD
C -3.458 0.970 -0.206
C -3.318 -0.276 -1.098
C -2.793 0.743 1.143
C -1.829 -0.601 -1.010
C 3.293 -0.434 0.192
C 2.536 1.381 -1.310
C 2.019 1.629 1.150
C 0.625 -2.681 -0.414
C 2.262 0.552 -0.005
C 0.523 -1.260 0.297
N -1.416 0.270 1.102
N -1.402 -0.857 0.328
O 0.840 -1.180 1.569
O 1.018 -0.125 -0.435
H -3.217 1.956 -0.691
H -4.516 1.188 -0.141
H -3.848 -1.023 -0.608
H -3.822 -0.185 -2.000
H -2.681 1.771 1.623
H -3.345 0.170 1.836
H -1.607 -1.483 -1.563
H -1.170 0.201 -1.447
H 2.856 -1.354 -0.291
H 4.181 -0.282 -0.310
H 3.542 -0.805 1.244
H 3.411 2.027 -1.173
H 1.608 1.998 -1.371
H 2.580 0.727 -2.130
H 1.161 2.348 0.876
H 1.794 1.294 2.227
H 2.955 2.169 1.239
H -0.379 -3.074 -0.290
H 1.077 -2.418 -1.353
H 1.237 -3.194 0.349
H -0.822 0.954 0.599
H 0.103 -1.117 2.068
```

Its frontier orbital gap is 9.0 eV. As for the lowest unoccupied orbital energy: 0.0299 Ha. The value obtained for the highest occupied orbital energy is -8.148 eV. The calculation puts the relative energy (zero: lowest compared OMol25 entry of this formula, charge and spin) at 9.8 kcal/mol.

***

- Number 2 is which compound?
  C10H22BaO15